(1)
# C34H50Cl2N3O11PSiSr

C34H50Cl2N3O11PSiSr as an isolated structure (the ωB97M-V functional and the def2-TZVPD basis, the Open Molecules 2025 dataset).

The value obtained for the orbital gap is 6.706 eV. Its relative energy (zero: lowest compared OMol25 entry of this formula, charge and spin) is 0.000 eV. The net charge is -2.

The geometry in XYZ format:
```
103
Properties=species:S:1:pos:R:3:forces:R:3
Sr -0.479 -1.221 0.215 -3.0 2.7 -1.9
Cl -4.615 -3.740 -0.422 0.1 0.2 -0.1
Cl -5.386 -3.266 -5.750 0.1 0.0 0.2
P -3.470 -0.262 3.207 0.2 -0.2 0.0
Si -2.029 4.175 0.225 0.0 0.0 0.0
O -0.960 -2.195 2.201 0.3 -1.0 1.4
O -3.872 1.117 3.995 0.0 0.0 0.1
O 2.516 -2.549 -2.482 0.4 0.0 -0.3
O -4.820 -0.536 2.340 0.0 0.1 -0.1
O 0.486 -2.361 -1.552 0.8 -0.6 -0.5
O -0.958 -0.021 -2.625 0.0 -0.1 0.1
O -2.483 -1.719 -0.878 -0.7 -0.4 -0.2
O -0.098 -4.050 3.136 0.0 -0.2 0.2
O -3.798 -1.291 4.440 -0.1 0.1 0.0
O 6.197 2.331 -3.442 0.1 0.1 -0.1
O 0.500 -0.058 3.260 0.1 0.0 -0.1
N 1.657 -1.723 0.995 1.4 -1.2 0.3
N 1.970 1.592 -2.207 0.1 0.0 0.0
N 6.061 0.075 -3.406 -0.1 0.0 0.0
C 2.035 1.919 -0.915 0.2 -0.1 -0.2
C -1.709 2.417 0.285 0.0 0.0 0.0
C 2.406 -1.113 2.093 0.0 -0.1 -0.2
C 3.248 2.011 -0.239 -0.1 0.1 0.2
C -4.165 -2.993 -1.939 0.0 -0.1 0.0
C 2.470 -1.804 -0.250 -0.1 -0.2 0.2
C 1.742 -2.290 -1.561 0.0 0.1 0.4
C -4.494 -2.797 -4.301 0.0 0.0 -0.1
C -0.600 5.133 0.988 0.0 0.0 0.0
C 5.456 -1.162 -2.913 0.0 -0.1 -0.1
C 5.620 1.311 -3.084 -0.1 0.1 0.1
C 1.620 -0.907 3.386 0.0 0.1 0.1
C -4.847 -3.352 -3.071 -0.1 -0.1 0.0
C -3.752 -2.687 4.115 -0.1 0.0 0.0
C -3.073 -3.426 5.246 0.0 0.0 0.0
C -1.900 1.740 5.289 0.0 0.1 0.1
C -3.079 -2.048 -1.934 0.0 0.1 0.2
C 1.121 -3.079 1.327 0.4 -0.1 0.4
C 7.223 -0.045 -4.270 0.1 0.0 0.1
C -3.459 -1.898 -4.372 0.0 0.0 0.0
C -2.235 4.786 -1.538 0.0 0.0 0.0
C 6.827 -0.333 -5.711 0.0 0.1 0.0
C -2.801 2.064 4.117 -0.1 0.1 -0.1
C -0.083 -3.120 2.341 0.2 0.2 -0.2
C -1.674 -0.539 -3.442 -0.2 -0.1 0.1
C 5.977 -1.553 -1.542 0.0 -0.1 0.0
C 3.109 1.340 -2.842 0.0 0.0 0.0
C -1.382 1.227 0.280 0.1 0.5 0.3
C 4.431 1.776 -0.917 0.0 0.1 0.0
C -4.776 -0.036 0.983 0.1 -0.1 0.0
C -3.582 4.658 1.168 0.0 0.0 0.0
C 4.366 1.427 -2.256 0.1 -0.1 -0.1
C -5.593 1.232 0.874 -0.1 0.0 -0.1
C -2.759 -1.518 -3.226 0.2 0.1 -0.2
H -6.635 1.049 1.150 0.0 0.0 0.0
H 2.312 -0.419 4.082 0.0 0.0 0.0
H 3.320 -2.488 -0.108 0.0 0.1 0.0
H 0.744 -3.528 0.397 0.2 0.0 0.2
H 7.711 -0.492 -6.332 0.0 0.0 0.0
H 7.068 -1.610 -1.535 0.0 0.0 0.0
H -1.353 0.814 5.124 0.0 -0.1 -0.1
H -1.166 2.536 5.424 0.0 0.0 0.0
H 1.914 -3.732 1.717 -0.1 0.1 0.0
H -3.218 -4.501 5.136 0.0 0.0 0.0
H 0.316 4.970 0.418 0.1 0.0 0.0
H 2.751 -0.135 1.743 0.0 -0.1 0.0
H -3.284 3.035 4.260 0.0 0.0 0.0
H -1.346 4.559 -2.127 0.1 0.0 0.0
H 3.018 1.060 -3.886 0.0 0.0 -0.1
H 5.668 -0.831 -0.787 0.0 0.0 0.0
H -4.782 -3.028 3.967 0.1 0.0 0.0
H -3.677 5.745 1.223 0.0 0.1 0.0
H -1.556 -0.276 -4.520 0.0 0.0 0.0
H 4.370 -1.102 -2.917 0.0 0.0 0.1
H 7.858 -0.844 -3.873 0.0 0.0 0.0
H 1.087 2.098 -0.417 -0.1 0.0 0.0
H -5.169 -0.834 0.349 0.0 0.1 0.0
H -2.486 1.641 6.204 0.0 0.0 0.0
H -2.234 2.101 3.181 0.1 0.0 0.0
H 5.578 -2.525 -1.257 -0.1 -0.1 0.0
H 6.200 -1.220 -5.785 0.0 -0.1 0.0
H -0.262 -0.604 2.992 0.0 0.0 0.1
H 3.254 2.289 0.807 0.0 0.0 0.0
H -5.197 2.006 1.531 0.1 0.0 0.0
H -4.472 4.260 0.679 -0.1 0.0 0.0
H -3.204 -2.839 3.183 0.0 0.0 0.0
H -3.738 0.145 0.682 -0.1 0.0 0.0
H 2.878 -0.816 -0.477 0.0 0.0 0.1
H -0.805 6.206 1.013 0.0 0.1 0.0
H 1.340 -1.863 3.837 0.0 0.0 0.0
H -3.076 4.283 -2.016 -0.1 0.0 0.0
H 5.389 1.884 -0.421 0.0 0.0 0.0
H -3.172 -1.470 -5.325 0.0 0.0 0.0
H -2.411 5.864 -1.569 0.0 0.0 0.0
H 7.778 0.892 -4.209 0.0 -0.1 0.0
H -0.416 4.790 2.007 0.0 0.0 0.1
H 3.296 -1.727 2.331 0.0 0.1 0.0
H -3.567 4.261 2.183 0.0 0.0 0.1
H -3.489 -3.112 6.206 0.0 0.0 0.0
H -2.001 -3.237 5.234 0.0 0.0 0.0
H -5.654 -4.069 -3.008 0.0 0.0 0.0
H -5.561 1.607 -0.151 0.0 0.0 0.0
H 6.268 0.509 -6.119 0.0 0.0 0.0
H 5.704 -1.938 -3.638 0.0 0.0 0.0
```
Positions in Å, forces in eV/Å.


(2)
# C3H4N2O

One molecule with the formula C3H4N2O (the ωB97M-V functional and the def2-TZVPD basis, the Open Molecules 2025 dataset).

The value obtained for the orbital gap is 9.129 eV. Its relative energy (zero: lowest compared OMol25 entry of this formula, charge and spin) is 3.924 eV. The net charge is 0.

The geometry in XYZ format:
```
10
Properties=species:S:1:pos:R:3:forces:R:3
O -0.055 -1.158 0.203 0.8 2.9 -0.8
N -1.981 -0.077 -0.296 1.8 1.5 2.5
N 0.146 1.106 0.369 2.3 3.7 -3.1
C -0.720 0.097 0.091 -6.0 -1.4 -0.8
C 1.187 -0.773 -0.120 6.2 -0.4 0.7
C 1.471 0.570 -0.314 -4.1 -1.6 3.2
H -2.680 0.661 0.021 1.7 -0.6 -1.1
H 2.239 1.338 -0.332 0.3 -1.1 -0.2
H 2.069 -1.498 0.211 -2.2 1.1 -1.6
H 0.030 2.202 0.031 -0.8 -4.2 1.1
```
Positions in Å, forces in eV/Å.


(3)
# C16H20N2NiOP

C16H20N2NiOP as an isolated structure (the ωB97M-V functional and the def2-TZVPD basis, the Open Molecules 2025 dataset).

The value obtained for the orbital gap (spin up / spin down) is 2.342 / 4.307 eV. As for the spin multiplicity: 3. As for the expectation value of S²: 2.016. The net charge is -1.

The geometry in XYZ format:
```
41
Properties=species:S:1:pos:R:3:forces:R:3
Ni -1.050 -0.035 -3.972 -2.8 1.7 2.0
P -0.149 2.007 -3.531 0.5 2.5 1.0
O 0.179 -0.729 -0.361 0.0 -0.2 0.2
N 0.232 -0.249 1.921 -0.5 -0.9 -0.6
N 0.859 0.710 2.662 -0.1 1.1 1.9
C -2.921 -1.257 3.608 0.5 0.4 0.0
C -0.470 -0.580 -5.740 -1.1 0.7 -1.9
C 0.938 0.477 -4.225 0.5 0.6 -1.4
C -0.874 -1.024 2.381 0.5 0.7 -0.3
C 0.670 -0.135 0.574 0.4 0.1 0.0
C 0.790 0.778 4.108 0.3 -0.1 0.2
C 1.825 1.325 1.925 -1.0 -0.8 -0.9
C 0.010 0.701 -5.389 0.6 -0.9 -3.5
C 2.671 2.381 2.513 0.6 0.4 0.1
C -0.933 -2.359 1.973 -0.1 0.4 0.4
C -1.866 -0.451 3.186 0.3 -0.2 -0.3
C -1.987 -3.133 2.424 -0.1 0.1 0.1
C -2.980 -2.596 3.235 -0.1 0.5 0.1
C 1.758 0.830 0.657 0.1 0.1 0.3
C -0.185 -1.466 -4.699 0.0 -4.2 -2.9
C 0.900 -0.930 -4.023 0.5 -2.0 3.0
H 1.899 0.849 -4.056 1.7 1.5 0.1
H -3.818 -3.189 3.575 0.1 -0.2 0.0
H -0.307 3.017 -4.574 0.3 -0.7 0.7
H -1.367 1.378 -3.226 -2.6 -0.9 0.9
H 3.274 2.821 1.712 -0.1 0.0 0.2
H 1.738 0.465 4.577 -0.2 0.1 -0.1
H 3.370 1.981 3.261 -0.2 0.1 -0.1
H -1.770 0.605 3.472 -0.3 -0.6 -0.2
H -0.335 1.579 -5.977 1.2 -0.7 0.5
H 2.393 1.103 -0.158 0.0 0.2 -0.4
H 1.346 -1.587 -3.261 0.2 1.2 0.0
H 0.547 1.804 4.414 0.2 -0.2 0.0
H -0.900 -0.824 -6.690 -0.7 -0.1 -0.2
H 0.008 0.133 4.501 0.1 0.0 -0.2
H -3.659 -0.791 4.241 -0.3 -0.2 0.1
H -2.033 -4.169 2.151 0.0 -0.3 -0.2
H -0.158 -2.759 1.333 -0.1 0.1 0.0
H 2.090 3.188 2.987 0.1 -0.3 -0.2
H 0.799 2.633 -2.684 1.1 1.0 1.0
H -0.534 -2.506 -4.827 0.7 0.4 0.5
```
Positions in Å, forces in eV/Å.


(4)
# C21H13ClCoF3NO4STe

C21H13ClCoF3NO4STe as an isolated structure (the ωB97M-V functional and the def2-TZVPD basis, the Open Molecules 2025 dataset).

The value obtained for the orbital gap (spin up / spin down) is 4.835 / 4.795 eV. As for the spin multiplicity: 2. As for the expectation value of S²: 0.781. Its relative energy (zero: lowest compared OMol25 entry of this formula, charge and spin) is 0.031 eV. The net charge is -2.

The geometry in XYZ format:
```
46
Properties=species:S:1:pos:R:3:forces:R:3
Te 1.124 2.600 -1.308 0.2 1.0 -0.3
Co 0.264 0.259 -0.371 0.1 0.3 -1.3
Cl 5.948 -0.813 4.091 0.2 -0.1 0.3
S 0.217 5.711 -2.243 -0.4 -0.3 0.5
F 0.412 -2.235 -0.364 0.0 -0.2 0.1
F -0.230 -3.795 -1.715 0.0 0.2 -0.1
F 1.839 -3.223 -1.657 0.1 0.2 -0.1
O 0.213 -0.459 -2.300 -0.1 0.8 0.5
O 2.293 0.195 -0.337 0.6 -0.9 0.5
O 0.215 -2.037 -3.881 0.0 -0.4 -0.6
O 0.310 0.446 1.509 1.2 -1.7 2.4
N -4.647 -5.670 0.158 0.1 0.1 0.0
C 3.480 -0.485 3.042 0.1 0.0 -0.3
C 5.344 -0.273 1.519 -0.7 0.2 -1.1
C -2.732 -1.586 -1.437 0.2 0.3 0.1
C 4.470 -0.051 0.473 1.4 0.1 0.4
C 3.074 -0.004 0.659 -1.8 0.3 -0.6
C 4.827 -0.506 2.786 -0.4 -0.1 0.9
C -3.299 -2.824 -1.315 -0.2 -0.3 0.3
C -2.697 -1.365 0.964 0.2 0.1 -0.1
C -4.155 -4.627 0.063 -0.7 -1.4 0.2
C -1.663 5.902 -0.523 -0.1 0.3 -0.1
C 2.574 -0.199 2.001 0.8 -0.2 -0.7
C -3.270 -2.600 1.093 -0.2 -0.4 -0.2
C -1.128 4.605 -0.386 0.0 -0.3 0.0
C 0.584 -2.725 -1.617 -0.2 0.1 -0.3
C -1.038 6.629 -1.483 0.3 0.1 -0.3
C -2.392 -0.809 -0.303 -0.4 -0.2 0.1
C 1.190 -0.103 2.253 -1.9 1.3 -0.9
C -1.785 0.484 -0.413 0.6 0.3 -0.2
C -0.094 4.326 -1.233 0.4 -0.1 -0.2
C -3.582 -3.363 -0.048 0.6 1.3 -0.1
C 0.303 -1.613 -2.745 0.3 -0.8 0.9
H -1.227 7.637 -1.796 -0.1 0.2 0.0
H 6.413 -0.261 1.361 0.0 -0.1 0.0
H 0.836 -0.508 3.214 0.0 0.3 0.1
H -1.965 0.972 -1.371 0.1 0.0 0.1
H -2.449 -0.796 1.850 0.0 0.1 0.0
H -1.486 3.881 0.324 0.0 -0.2 0.2
H 4.857 0.131 -0.518 -0.1 0.0 -0.1
H -2.475 6.277 0.080 -0.1 0.1 0.1
H -2.528 -1.195 -2.425 0.1 0.1 0.0
H -3.501 -3.004 2.072 0.0 0.0 0.0
H 3.106 -0.659 4.042 0.0 0.0 0.1
H -3.543 -3.406 -2.194 0.0 0.0 -0.1
H -2.009 1.140 0.427 0.0 0.0 0.0
```
Positions in Å, forces in eV/Å.


no.,DFT total energy (eV)
1,-106116.2033
2,-8199.9614
3,-72265.7440
4,-108100.3919